Entry 1:
Computed, not measured: a cluster of 10 separate species, C38H60O30 in total at a distorted geometry, with ωB97M-V/def2-TZVPD.

Structure (XYZ):
```
128
Properties=species:S:1:pos:R:3:forces:R:3:lowdin_charge:R:1
C 1.99678 -2.72519 3.96372 -0.163 0.071 -0.010 -0.012
C 3.08678 -1.65019 4.05172 -0.921 1.742 -0.622 -0.208
C 2.73678 -0.17819 3.36172 0.712 -1.602 -0.788 -0.040
O 2.83978 0.72981 4.44972 -0.668 0.038 -2.461 0.084
C 3.18178 0.06781 5.48672 1.460 1.817 5.792 -0.663
O 3.44978 0.62581 6.53972 -0.448 -0.134 -0.749 0.106
O 3.24878 -1.23319 5.43372 -0.045 -1.727 -1.944 0.106
H 1.87078 -3.06119 2.93272 0.493 -0.288 0.016 0.058
H 0.97178 -2.37119 4.16572 0.694 0.296 0.468 0.063
H 2.21378 -3.58019 4.64672 -0.038 0.624 -0.634 0.105
H 4.04978 -1.97819 3.65372 -0.105 -0.210 0.256 0.143
H 1.70878 -0.20919 2.99372 0.113 0.285 -0.044 0.106
H 3.46978 0.16481 2.56972 -0.950 -0.704 0.950 0.127
C 4.13078 -3.50419 -2.07028 0.701 1.390 -0.006 0.001
C 3.26878 -2.43219 -1.35428 -0.956 1.758 0.348 -0.219
C 3.18978 -2.48319 0.22872 -2.784 -1.105 -1.526 -0.062
O 3.34978 -1.15119 0.64872 -1.228 -0.218 2.387 0.017
C 3.78378 -0.33819 -0.29228 1.423 -0.510 -0.622 -0.582
O 4.21278 0.77581 -0.06728 -1.062 -1.277 -0.854 0.140
O 3.80278 -1.06719 -1.41228 1.484 0.978 -1.926 0.042
H 5.17978 -3.39819 -1.77228 -0.167 -0.122 0.458 0.091
H 4.22978 -3.43919 -3.17628 -0.801 0.230 0.709 0.087
H 3.77978 -4.48519 -1.79228 -0.168 -0.363 0.092 0.082
H 2.28478 -2.25019 -1.87128 0.686 -0.868 0.749 0.136
H 4.03678 -3.01319 0.53872 1.118 -1.098 0.878 0.112
H 2.18778 -2.94119 0.62572 1.961 0.958 -0.664 0.150
C -0.37822 -2.45719 -5.68228 -0.136 0.457 1.767 0.019
C 0.97078 -2.36719 -4.82528 -4.859 0.250 0.142 -0.342
C 1.47778 -3.73319 -4.64628 0.663 0.279 -0.117 -0.087
O 2.76878 -3.59619 -5.16328 1.597 -3.294 0.566 0.122
C 2.93678 -2.43719 -5.67228 4.333 3.631 -2.858 -0.628
O 3.93678 -1.97619 -6.20828 -1.007 -1.600 0.877 0.126
O 1.88678 -1.69019 -5.54528 0.118 1.863 -1.545 0.123
H -1.23322 -2.74619 -5.04828 0.486 0.002 0.043 0.068
H -0.33822 -3.24419 -6.45928 0.456 0.783 0.102 0.093
H -0.65722 -1.45919 -6.04028 0.287 -0.325 -0.378 0.078
H 0.99478 -1.84119 -3.88428 -1.263 0.154 0.572 0.123
H 0.92678 -4.40219 -5.22428 -0.704 -1.494 -0.866 0.117
H 1.53278 -4.04119 -3.64928 0.067 -0.580 1.584 0.114
C 0.43278 2.51581 7.91072 0.421 3.818 -0.166 0.002
C -0.27922 3.30181 6.67772 3.674 -2.495 0.704 -0.175
C 0.80178 3.90581 5.63972 -1.012 -1.472 1.980 -0.040
O 0.82878 2.89181 4.64772 0.197 0.342 -0.370 0.059
C -0.04522 1.92081 4.91372 0.226 -0.580 -1.647 -0.604
O -0.18222 0.96381 4.19672 0.027 -0.250 -0.019 0.118
O -0.74122 2.13081 5.99272 -1.569 0.628 -0.144 0.075
H -0.31722 2.15381 8.56672 -0.815 -0.411 0.539 0.054
H 1.01478 3.30381 8.48672 -0.400 -1.109 -0.468 0.098
H 1.08678 1.69281 7.62172 -0.001 0.344 -0.470 0.076
H -1.07722 3.96681 6.90872 -0.596 0.287 0.344 0.134
H 1.78178 3.92281 6.11272 -0.005 0.284 -0.038 0.133
H 0.50278 4.85181 5.24472 -0.095 0.524 -0.507 0.115
C -4.05922 0.64281 -3.58928 0.788 0.923 -0.636 0.008
C -3.49022 2.10181 -3.53428 -2.179 -1.094 -1.265 -0.232
C -4.57422 3.21181 -3.37728 1.712 -0.380 -0.364 -0.101
O -4.47122 3.46381 -2.02528 -0.459 0.819 2.649 0.057
C -3.36222 2.95381 -1.43028 -1.386 0.554 1.553 -0.542
O -3.11222 3.12381 -0.25228 0.100 -0.450 -2.242 0.142
O -2.72922 2.17581 -2.30028 0.864 0.295 -1.248 0.062
H -3.18722 0.02281 -3.63428 0.462 -0.657 0.009 0.056
H -4.66522 0.38981 -4.45628 0.024 0.517 -0.295 0.092
H -4.62822 0.32581 -2.74228 -0.343 0.264 0.815 0.065
H -2.98922 2.31681 -4.51128 0.654 -0.280 1.336 0.152
H -5.57322 2.92081 -3.65028 -0.336 -0.308 -0.003 0.136
H -4.30622 4.14481 -3.87328 0.003 -0.121 -0.444 0.133
C -1.83622 0.15481 0.87772 -0.014 -0.390 -1.927 0.028
C -1.00622 0.38781 -0.45028 1.346 0.023 4.218 -0.235
C 0.35078 -0.40819 -0.36128 -1.180 1.034 -1.384 -0.066
O 0.10678 -1.52019 -1.18728 -1.298 -0.849 -1.169 0.025
C -1.06722 -1.34419 -1.88128 1.547 -0.027 0.467 -0.551
O -1.40922 -2.05219 -2.76828 -0.444 -0.487 -0.269 0.152
O -1.70522 -0.25919 -1.46728 -0.458 0.493 -0.947 0.084
H -2.19022 -0.87519 0.79672 0.154 -0.135 0.309 0.062
H -2.71222 0.75681 0.78672 -0.686 0.607 0.051 0.052
H -1.41222 0.35281 1.84672 0.788 0.189 0.093 0.079
H -0.80422 1.47381 -0.52828 -0.608 -0.751 -0.850 0.130
H 0.57178 -0.76919 0.60572 0.350 -0.084 1.196 0.112
H 1.15478 0.10981 -0.85528 0.550 0.558 0.232 0.106
C -5.21922 -1.62619 1.29472 0.260 0.354 -0.278 -0.001
C -5.74222 -0.17919 1.34772 2.468 -1.738 -2.492 -0.287
C -5.43222 0.62581 0.07972 1.267 -0.916 -0.517 -0.110
O -6.61322 0.54081 -0.67228 -1.162 -0.835 -0.302 0.079
C -7.56922 0.05081 0.14472 -4.826 -1.530 -2.689 -0.541
O -8.73622 -0.21519 -0.20028 3.488 1.370 0.703 0.102
O -7.13022 -0.26619 1.33272 -0.217 0.786 1.800 0.123
H -4.17222 -1.73019 1.01172 0.025 0.277 0.174 0.048
H -5.75722 -2.34519 0.67472 -0.340 0.474 -0.161 0.105
H -5.33522 -1.92419 2.30272 0.097 -0.983 1.081 0.073
H -5.23722 0.27981 2.16372 -0.545 0.677 1.130 0.147
H -4.51122 0.32581 -0.51228 -1.268 -0.142 0.695 0.138
H -5.35022 1.64081 0.25672 0.700 2.204 0.842 0.102
C 1.53778 3.01781 -0.64728 1.326 0.362 0.564 -0.004
C 1.75778 2.86681 0.82872 1.830 0.584 0.449 -0.311
C 3.05078 3.54281 1.44672 -0.748 -1.930 -0.239 -0.041
O 2.58478 4.80681 1.92272 2.745 -0.822 0.095 0.115
C 1.30378 4.75881 2.03972 -3.593 1.743 -0.749 -0.587
O 0.61878 5.68281 2.43572 0.832 -1.652 0.066 0.127
O 0.78978 3.65881 1.42172 -1.827 0.538 1.938 0.072
H 0.54478 2.79981 -0.86728 -2.012 0.077 -0.202 0.043
H 2.04678 2.24381 -1.14528 1.329 -0.626 -1.041 0.045
H 1.77778 4.02481 -0.99128 0.113 -0.140 -0.112 0.116
H 1.76778 1.81181 1.13772 -0.565 0.279 0.135 0.138
H 3.74178 3.61881 0.65572 1.133 0.722 -0.693 0.111
H 3.49778 2.89381 2.23272 -0.454 0.805 -0.172 0.140
C 0.08578 1.30781 -4.25428 -1.264 -2.172 1.025 -0.055
O 1.25678 1.73481 -4.83028 4.168 0.759 -0.600 0.024
C 2.42978 1.49081 -4.24128 0.942 -4.191 6.540 -0.277
O 2.53578 0.57281 -3.08328 -0.903 5.535 -6.962 -0.102
O 3.48878 2.19181 -4.68628 -4.911 -1.377 -1.253 0.022
C 4.65578 2.21081 -3.97628 2.195 0.660 1.128 -0.063
H 0.11378 0.23781 -3.88928 0.120 1.111 -0.640 0.104
H -0.65122 1.44481 -5.02528 -0.409 -0.195 -0.244 0.096
H -0.18422 1.91681 -3.41828 -0.062 0.524 0.672 0.086
H 4.63678 3.07181 -3.32628 0.033 0.574 0.161 0.099
H 5.47978 2.34181 -4.68628 -0.245 -0.277 0.173 0.112
H 4.79378 1.39381 -3.30428 -0.011 -1.004 0.008 0.084
C -0.60422 -4.62219 -0.57528 -1.372 2.210 -2.867 -0.029
O -0.18022 -3.72819 0.45072 -1.442 -0.247 0.999 -0.015
C -1.19322 -3.34919 1.22472 -6.657 -1.773 1.568 -0.373
O -2.59522 -3.67119 1.08572 8.826 2.199 0.378 -0.062
O -0.71022 -2.76119 2.33872 0.776 -0.236 -2.683 -0.030
C -1.59522 -2.19919 3.26872 1.053 -1.551 2.927 -0.045
H 0.17478 -4.75919 -1.30128 0.854 0.043 0.174 0.085
H -1.41922 -4.11219 -1.17928 0.799 -0.604 0.842 0.113
H -0.99022 -5.54719 -0.28528 -0.393 -1.320 1.222 0.083
H -2.21822 -3.00419 3.59072 -0.372 -0.641 0.802 0.097
H -2.26022 -1.55619 2.86872 -1.754 2.504 -1.633 0.031
H -1.05222 -1.71819 4.14772 -0.408 -0.726 -1.521 0.123
```
Forces are in eV/Å.

SMILES = C[C@H]1COC(=O)O1.C[C@H]1COC(=O)O1.C[C@H]1COC(=O)O1.C[C@H]1COC(=O)O1.C[C@H]1COC(=O)O1.C[C@H]1COC(=O)O1.C[C@H]1COC(=O)O1.C[C@H]1COC(=O)O1.COC(=O)OC.COC(=O)OC
HOMO = -10.373 eV
Gap between HOMO and LUMO = 10.51 eV

---

Entry 2:
Computed, not measured: a structure of composition C38H61AsMoN6O2Si3, with ωB97M-V/def2-TZVPD.

Structure (XYZ):
```
112
Properties=species:S:1:pos:R:3:forces:R:3:lowdin_charge:R:1
Mo 0.87738 -0.09564 -0.49220 -0.016 0.748 0.440 1.744
C 1.10819 -2.59624 -2.66128 -0.088 0.023 -0.049 -0.227
C 1.48606 -1.57540 -3.73123 0.047 -0.013 -0.018 -0.178
C 0.58997 -0.35064 -3.80952 -0.011 -0.001 -0.107 -0.197
N 0.20964 0.31789 -2.54560 0.018 0.148 -0.112 -0.080
C -0.77850 1.19558 -2.66382 -0.142 0.004 0.053 -0.235
C -1.25185 1.65477 -3.93415 0.023 -0.030 0.059 0.018
C -2.34377 2.40093 -4.27268 0.010 -0.003 -0.004 -0.019
C -3.35008 2.95960 -3.46585 -0.034 0.016 0.064 -0.040
C -3.37493 2.96591 -2.10346 -0.028 0.025 -0.069 -0.029
C -2.44108 2.42485 -1.20112 0.123 -0.083 0.004 0.009
C -1.31974 1.65773 -1.40022 -0.117 -0.013 -0.122 -0.222
N -0.59356 1.18003 -0.31589 0.032 -0.259 -0.081 -0.173
C -0.51792 2.06366 0.86304 0.058 0.056 0.003 -0.198
C 0.22899 3.35275 0.49156 0.048 0.021 0.033 -0.117
C 1.40291 3.05467 -0.46402 -0.004 0.075 -0.025 -0.170
N 1.99291 1.78576 -0.06297 0.084 -0.382 -0.164 -0.072
C 2.98934 1.68540 0.79108 0.002 0.082 0.144 -0.202
C 3.93282 2.72000 1.06804 -0.053 -0.022 -0.019 0.035
C 5.05931 2.66988 1.83406 -0.014 0.024 -0.005 -0.020
C 5.60404 1.62738 2.62239 -0.010 -0.076 0.024 -0.035
C 5.06331 0.40411 2.88821 0.045 0.086 -0.012 -0.032
C 3.83898 -0.11764 2.42324 -0.082 0.050 -0.110 0.037
C 2.97208 0.41561 1.50923 0.061 0.070 0.163 -0.183
N 1.79717 -0.21847 1.19231 0.061 -0.115 -0.147 -0.214
C 1.19563 -1.42778 1.24573 -0.122 -0.153 0.044 -0.184
C 0.50632 -2.04392 -1.37740 0.151 -0.144 0.023 -0.260
H 1.99093 -3.19226 -2.41836 -0.003 -0.015 -0.003 0.103
H 0.39110 -3.31282 -3.07456 -0.019 0.017 0.002 0.114
H 1.42276 -2.04741 -4.71354 0.013 0.002 0.002 0.128
H 2.53027 -1.28673 -3.63540 -0.010 0.006 0.020 0.082
H -0.34034 -0.65667 -4.29974 0.016 0.016 0.002 0.130
H 1.07325 0.37497 -4.47358 -0.003 -0.015 0.010 0.126
H -0.64629 1.37132 -4.78011 0.021 -0.012 0.015 0.103
H -2.45122 2.58259 -5.33607 -0.009 0.002 0.001 0.125
H -4.16285 3.45567 -3.97984 -0.004 0.004 -0.006 0.121
H -4.21787 3.46159 -1.63676 0.003 0.005 0.005 0.125
H -2.69912 2.59784 -0.16732 -0.003 0.000 0.020 0.091
H 0.00597 1.52616 1.64926 -0.025 0.005 -0.001 0.101
H -1.51369 2.26364 1.26011 0.044 0.013 -0.013 0.100
H 0.60495 3.81686 1.40568 -0.015 -0.007 0.004 0.124
H -0.44005 4.07323 0.01899 0.008 -0.004 -0.015 0.118
H 2.11263 3.88044 -0.44928 -0.005 -0.004 -0.038 0.113
H 1.05217 2.96304 -1.49369 -0.012 -0.001 0.023 0.110
H 3.76039 3.65803 0.55841 0.007 0.007 0.009 0.112
H 5.64752 3.58053 1.83535 -0.016 0.012 -0.010 0.124
H 6.54960 1.85615 3.09713 0.005 -0.023 0.013 0.121
H 5.61346 -0.24076 3.56176 0.025 0.013 0.005 0.123
H 3.53448 -1.06845 2.84740 -0.027 -0.007 -0.017 0.130
H 0.33153 -1.53986 1.89485 0.006 0.014 -0.041 0.035
H 1.77535 -2.33338 1.06994 0.002 0.012 0.020 0.068
H -0.55833 -1.79669 -1.51930 0.022 0.012 0.089 0.029
H 0.54522 -2.82137 -0.61900 0.003 -0.012 -0.041 0.029
O 6.89649 4.02395 -4.43778 -0.016 0.022 0.029 -0.009
C 6.49620 2.89478 -5.15858 -0.019 0.007 -0.004 -0.230
N 6.11011 1.79146 -4.28612 0.007 -0.043 -0.051 0.108
C 4.85178 1.69292 -3.81866 -0.011 0.064 0.035 -0.436
O 3.95263 2.45947 -4.12146 0.016 -0.013 0.006 0.074
C 4.54966 0.55041 -2.87587 -0.043 -0.020 0.052 -0.072
C 5.36549 -0.54112 -2.60362 -0.065 0.018 -0.002 0.038
C 4.90800 -1.52114 -1.73444 -0.013 0.019 -0.005 0.003
C 3.65257 -1.38907 -1.17463 0.016 -0.016 -0.025 -0.101
N 2.85937 -0.34145 -1.43995 0.069 -0.132 -0.020 -0.056
C 3.30879 0.60506 -2.26715 0.033 0.018 -0.050 -0.072
H 6.12032 4.54773 -4.21268 -0.004 0.004 -0.028 0.095
H 7.34538 2.56642 -5.75278 0.010 0.014 0.035 0.136
H 5.64829 3.10150 -5.80953 0.029 -0.028 -0.008 0.134
H 6.84916 1.26958 -3.84587 0.001 -0.018 -0.027 0.136
H 6.33526 -0.65634 -3.06985 0.008 0.002 -0.008 0.129
H 5.50775 -2.38912 -1.50254 0.005 -0.007 0.005 0.127
H 3.25356 -2.14896 -0.51648 0.003 0.000 0.004 0.116
H 2.65262 1.43387 -2.48965 0.018 0.006 -0.006 0.116
C -3.99923 -0.78430 -2.00693 -0.025 -0.081 0.091 -0.212
Si -3.77470 -2.31786 -0.93516 -0.066 -0.013 -0.046 0.272
C -5.45442 -3.03462 -0.51876 0.104 0.042 -0.004 -0.196
C -2.78644 -3.56912 -1.94733 -0.069 0.044 0.070 -0.204
As -2.46516 -1.66193 0.93218 -0.098 -0.035 0.001 0.783
Si -3.95923 -0.55443 2.40554 -0.062 0.016 0.091 0.262
C -5.46587 -1.53193 2.94861 0.099 0.068 -0.023 -0.199
C -4.55033 1.03449 1.58109 -0.001 -0.093 0.034 -0.210
C -2.96237 -0.05901 3.92477 -0.053 -0.035 -0.097 -0.224
Si -2.10092 -3.70987 2.07184 -0.029 -0.102 0.014 0.267
C -1.60537 -3.31888 3.84762 -0.074 -0.018 -0.086 -0.218
C -3.56900 -4.87823 2.03059 0.094 0.049 -0.026 -0.208
C -0.64129 -4.59730 1.26959 -0.067 0.041 0.042 -0.217
H -4.56168 -1.03450 -2.90968 -0.008 -0.035 -0.007 0.045
H -3.03147 -0.38450 -2.31523 0.042 0.001 -0.024 0.003
H -4.54051 0.00899 -1.48956 -0.013 0.007 0.014 0.013
H -6.01210 -3.18874 -1.44601 0.003 -0.005 -0.023 0.042
H -6.04538 -2.37438 0.11603 0.016 0.020 -0.017 0.015
H -5.37376 -3.99936 -0.01750 0.013 0.014 0.005 0.020
H -3.47441 -4.23267 -2.47614 -0.017 0.016 -0.019 0.043
H -2.13328 -4.19727 -1.34224 -0.017 -0.011 0.019 0.003
H -2.17287 -3.07350 -2.70331 0.027 0.030 0.016 0.015
H -6.23208 -1.57343 2.17442 0.016 -0.016 -0.018 0.021
H -5.90586 -1.02970 3.81430 -0.007 0.017 0.006 0.043
H -5.23165 -2.55317 3.24902 0.035 0.011 0.011 0.017
H -4.93384 0.88098 0.57186 0.006 -0.021 -0.020 0.012
H -3.75954 1.78645 1.54568 0.020 -0.023 0.006 0.000
H -5.36343 1.45322 2.17961 0.001 0.009 0.014 0.044
H -2.87932 -0.87430 4.64309 0.006 -0.015 -0.011 0.018
H -3.46367 0.76978 4.43057 -0.024 0.010 -0.002 0.039
H -1.95228 0.26848 3.66799 0.004 0.014 -0.017 0.013
H -2.46502 -3.36886 4.51862 -0.019 0.041 -0.009 0.036
H -1.15396 -2.33271 3.96468 0.039 -0.011 -0.031 0.006
H -0.88303 -4.06198 4.19282 -0.014 -0.036 0.005 0.036
H -4.52388 -4.37417 2.17555 0.024 0.015 0.033 0.008
H -3.46239 -5.62767 2.81842 0.023 -0.020 0.005 0.043
H -3.61321 -5.41160 1.07839 -0.005 0.018 -0.020 0.034
H 0.30841 -4.09567 1.46603 -0.012 0.021 0.015 0.004
H -0.74761 -4.72235 0.19198 -0.011 0.004 -0.007 0.007
H -0.56988 -5.59717 1.70587 0.003 -0.009 0.017 0.044
```
Forces are in eV/Å.

Total charge = +2
HOMO (alpha / beta) = -12.143 / -12.143 eV
Gap between HOMO and LUMO (alpha / beta) = 5.40 / 5.40 eV

---

For the records above, the corresponding E_tot values read -101798.779 -139747.348 eV.
For the records above, the corresponding relative energy (zero: lowest compared OMol25 entry of this formula, charge and spin) values read 1.8005 0.0000 eV.